## 1
Formula: C5H8S
Source: the Open Molecules 2025 dataset
Level of theory: ωB97M-V/def2-TZVPD

Output
SMILES: C=C/C=C/SC
HOMO: -7.9 eV

Structure (ORCA input):
```
! RIJCOSX wB97M-V def2-TZVPD def2/J DEFGRID3
* xyz 0 1
C 3.14435 0.34194 0.01241
C 0.42819 0.04220 0.00973
C -0.73923 -0.51733 0.06095
C -2.02159 0.17249 -0.04903
C -3.22404 -0.39866 -0.04269
H 4.10047 -0.14920 -0.26620
H 2.98257 1.16717 -0.66889
H 3.24313 0.72202 1.03093
H 0.49549 1.14206 -0.10597
H -0.87019 -1.60545 0.20072
H -1.93914 1.25390 -0.11647
H -3.35892 -1.47766 -0.01566
H -4.12289 0.23370 0.01528
S 1.88181 -0.92721 -0.06509
*
```

***

## 2
Formula: C5H8S
Source: the Open Molecules 2025 dataset
Level of theory: ωB97M-V/def2-TZVPD

Output
SMILES: CCC1=C(C)S1
HOMO: -7.3 eV

Structure (ORCA input):
```
! RIJCOSX wB97M-V def2-TZVPD def2/J DEFGRID3
* xyz 0 1
C -1.22797 -0.20031 0.92185
C -0.19469 0.32374 0.37727
C -2.13394 -1.20059 1.28486
C 1.65200 0.53355 -1.55350
C 1.57183 0.60155 -0.02963
S -1.36306 1.54120 -0.08698
H -2.72427 -1.47434 0.31080
H -2.87254 -1.01705 2.04270
H -1.65141 -2.16728 1.70382
H 1.15920 -0.38628 -1.99418
H 2.73160 0.45503 -1.95401
H 1.36648 1.45240 -2.07473
H 1.72687 1.64545 0.43743
H 1.95991 -0.10707 0.61429
*
```

***

Which one sits at the bottom of the stability order? 2 does.

***

## 1
Formula: C5H8S
Source: the Open Molecules 2025 dataset
Level of theory: ωB97M-V/def2-TZVPD

Output
SMILES: C=C/C=C/SC
HOMO: -7.9 eV

Structure (ORCA input):
```
! RIJCOSX wB97M-V def2-TZVPD def2/J DEFGRID3
* xyz 0 1
C -3.08129 0.41812 0.06640
C -0.48807 0.23326 -0.01853
C 0.65403 -0.47768 -0.05454
C 1.97528 0.19955 -0.05328
C 3.18788 -0.45162 0.19705
H -3.92044 -0.41407 -0.30464
H -3.16300 0.59304 1.16647
H -2.61430 1.22525 -0.50188
H -0.60006 1.35648 0.12993
H 0.72743 -1.58517 -0.35565
H 2.22562 1.37442 -0.39474
H 2.92861 -1.64855 0.19938
H 4.06671 0.09510 -0.07079
S -1.89840 -0.91810 -0.00520
*
```

***

## 2
Formula: C5H8S
Source: the Open Molecules 2025 dataset
Level of theory: ωB97M-V/def2-TZVPD

Output
SMILES: C=C=S.C=CC
HOMO: -8.6 eV

Structure (ORCA input):
```
! RIJCOSX wB97M-V def2-TZVPD def2/J DEFGRID3
* xyz 0 1
C -3.12037 -1.62177 0.31304
C -2.85205 -0.32457 0.20615
C 1.57961 -0.45712 -0.64050
C 1.89761 1.59223 0.80849
C 1.82694 1.02310 -0.40913
S -2.62819 1.15155 -0.20517
H -3.46754 -2.02089 -0.52343
H 0.91493 -0.68225 -1.53512
H 2.61788 -0.94723 -0.69636
H 1.03589 -0.72248 0.29115
H -3.15033 -2.04862 1.24951
H 1.98512 1.02371 1.62127
H 1.85160 2.60232 0.87270
H 1.50890 1.43203 -1.35262
*
```

***

Which one sits at the bottom of the stability order? 1 does.

***

## 1
Formula: C5H8S
Source: the Open Molecules 2025 dataset
Level of theory: ωB97M-V/def2-TZVPD

Output
SMILES: C1C[C@@H]2S[C@@H]2C1
HOMO: -8.7 eV

Structure (ORCA input):
```
! RIJCOSX wB97M-V def2-TZVPD def2/J DEFGRID3
* xyz 0 1
C -0.13472 0.21675 -1.20128
C 0.93354 -0.65715 -0.52623
C 0.88253 -0.29891 0.94249
C -0.42005 0.31021 1.19171
C -1.22707 0.33526 -0.12432
H 0.20831 1.20552 -1.44233
H -0.52328 -0.24910 -2.09415
H 1.94708 -0.49898 -0.88183
H 0.62671 -1.68867 -0.71386
H 1.39422 -0.95856 1.66724
H -1.01393 0.11310 2.08409
H -1.90114 -0.52782 -0.13065
H -1.83453 1.25265 -0.16677
S 1.06234 1.44569 1.39586
*
```

***

## 2
Formula: C5H8S
Source: the Open Molecules 2025 dataset
Level of theory: ωB97M-V/def2-TZVPD

Output
HOMO: -8.8 eV

Structure (ORCA input):
```
! RIJCOSX wB97M-V def2-TZVPD def2/J DEFGRID3
* xyz 0 1
C 1.42501 -0.93087 -0.41732
C 0.91212 0.11864 0.46517
C -0.57869 0.35323 0.09190
C -0.77210 1.62268 -0.17072
C -1.53694 -0.67009 0.15484
H 2.32135 -0.10319 -1.19306
H 0.12467 -1.35118 -0.78693
H 1.92098 -2.11345 0.35151
H 1.37321 1.16977 0.56225
H 0.91396 -0.27175 1.40704
H 0.04045 2.57142 0.03744
H -1.74015 1.73947 -0.66413
H -1.20735 -1.82753 0.17789
S -3.19652 -0.30715 -0.01589
*
```

***

Which one sits at the bottom of the stability order? 2 does.

***

## 1
Formula: C4H6N
Source: the Open Molecules 2025 dataset
Level of theory: ωB97M-V/def2-TZVPD

Output
SMILES: C=C1CC1=[NH2+]
HOMO: -15.3 eV

Structure (ORCA input):
```
! RIJCOSX wB97M-V def2-TZVPD def2/J DEFGRID3
* xyz 1 1
C 0.62148 0.01117 0.00542
C -0.72623 -0.17793 -0.16377
C 1.65085 0.86917 -0.07997
C 0.07965 -1.42128 0.11218
N -1.77045 0.55802 0.05878
H 2.64914 0.62363 0.26694
H 1.41500 1.90948 -0.51352
H 0.39654 -1.99435 -0.67829
H -0.27607 -1.97068 1.09688
H -1.58161 1.57706 0.27826
H -2.76851 0.11626 -0.03716
*
```

***

## 2
Formula: C4H6N
Source: the Open Molecules 2025 dataset
Level of theory: ωB97M-V/def2-TZVPD

Output
HOMO: -14.9 eV

Structure (ORCA input):
```
! RIJCOSX wB97M-V def2-TZVPD def2/J DEFGRID3
* xyz 1 1
C -0.85698 -0.98333 -0.27526
C -0.91984 0.33105 -0.43696
C 1.49501 -1.37290 0.62188
C -0.74999 1.75249 -0.35224
N 0.33618 -0.98449 0.29142
H -1.38433 -1.94209 -0.49455
H 2.25709 -0.50317 0.85276
H 1.90132 -2.50098 0.74266
H -1.77469 2.11149 -0.51023
H 0.06553 2.09010 -1.09705
H -0.36930 2.00183 0.65757
*
```

***

Which one sits at the bottom of the stability order? 2 does.